16
Properties=species:S:1:pos:R:3 method="wB97M-V/def2-TZVPD" lumo_energy_ev=0.867 e_above_lowest_ev=1.063 spin_multiplicity=1 e_tot_ev=-7393.7023 e_homo_ev=-10.063 mol_weight_g_mol=86.13 homo_lumo_gap_ev=10.93
O 0.8307 2.0502 0.8273
C 0.5242 0.6996 0.5348
C -0.9450 0.3053 0.6937
C -1.0970 -1.0308 -0.0636
C 0.2175 -1.0955 -0.9539
C 0.9288 0.2651 -0.8865
H 0.9646 2.2176 1.8688
H 1.1287 0.0419 1.1731
H -1.2754 0.4348 1.7209
H -1.4531 1.0502 0.1195
H -2.0224 -1.1656 -0.5451
H -1.1334 -1.8383 0.6883
H -0.0082 -1.4184 -2.0520
H 0.8858 -1.9140 -0.4664
H 2.0453 0.3104 -1.1555
H 0.4087 1.0875 -1.5034